1.
ORCA calculation (wB97M-V/def2-TZVPD) on a cluster of 9 separate species, C33H48F3NO25 in total at a distorted geometry.

Computed properties:
Molar mass (g mol⁻¹): 915.7
LUMO (eV): -0.1
DFT total energy (eV): -95820.3181
Strongest force on any atom (eV Å⁻¹): 8.0

Cartesian coordinates (Å):
C  -5.467  -4.507  5.334
C  -4.584  -3.411  4.448
C  -4.598  -3.667  3.044
C  -5.310  -2.009  4.616
C  -5.102  -1.385  5.997
C  -3.489  -1.269  6.248
C  -2.804  -2.675  6.146
C  -1.235  -2.429  6.042
C  -3.122  -3.474  7.492
N  -3.130  -3.369  4.898
O  -2.554  -4.558  4.880
H  -4.986  -5.480  5.239
H  -5.752  -4.321  6.369
H  -6.484  -4.500  4.942
H  -3.763  -3.242  2.487
H  -4.530  -4.753  2.977
H  -5.496  -3.555  2.435
H  -5.093  -1.323  3.798
H  -6.376  -2.208  4.509
H  -5.602  -0.451  6.254
H  -5.560  -2.060  6.719
H  -3.397  -0.740  7.196
H  -3.150  -0.625  5.436
H  -0.554  -3.269  6.183
H  -0.906  -1.880  6.924
H  -1.007  -1.767  5.206
H  -4.162  -3.545  7.808
H  -2.558  -3.106  8.349
H  -2.800  -4.510  7.388
H  -2.216  -4.506  3.983
O  -4.813  4.732  -0.233
C  -5.823  5.056  -0.889
O  -6.612  4.234  -1.563
C  -7.705  4.874  -2.146
C  -7.529  6.238  -1.629
F  -8.413  6.369  -0.638
O  -6.176  6.216  -1.266
H  -7.582  4.839  -3.228
H  -8.682  4.452  -1.909
H  -7.676  7.006  -2.388
O  0.151  -7.211  -0.175
C  1.161  -6.701  0.352
O  1.306  -5.481  0.651
C  2.615  -5.368  1.153
C  3.100  -6.718  1.478
F  2.927  -6.991  2.782
O  2.333  -7.424  0.658
H  3.373  -4.875  0.544
H  2.642  -4.681  1.998
H  4.168  -6.851  1.308
O  12.846  -1.063  -1.662
C  11.993  -0.872  -0.755
O  11.603  0.321  -0.231
C  10.452  0.182  0.650
C  10.547  -1.343  0.818
F  9.266  -1.911  0.840
O  11.270  -1.758  -0.290
H  10.429  0.512  1.688
H  9.500  0.478  0.208
H  11.100  -1.444  1.752
O  7.221  -0.924  -4.501
C  7.647  -2.013  -4.933
O  7.352  -3.188  -4.352
C  7.823  -4.212  -5.135
C  8.875  -3.587  -6.117
O  8.588  -2.235  -5.865
H  8.225  -5.065  -4.589
H  7.029  -4.712  -5.690
H  8.674  -3.661  -7.186
H  9.911  -3.828  -5.877
O  -2.959  3.424  -5.993
C  -2.446  4.517  -5.842
O  -2.714  5.660  -6.414
C  -1.780  6.697  -6.076
C  -1.299  6.152  -4.750
O  -1.448  4.775  -5.021
H  -1.014  6.726  -6.851
H  -2.429  7.572  -6.050
H  -1.826  6.656  -3.940
H  -0.243  6.200  -4.484
O  -3.499  -2.859  -4.123
C  -4.598  -3.250  -4.671
O  -4.777  -4.057  -5.797
C  -6.211  -4.291  -5.995
C  -6.790  -4.024  -4.614
O  -5.885  -3.032  -4.090
H  -6.818  -3.583  -6.560
H  -6.412  -5.271  -6.427
H  -6.780  -4.900  -3.965
H  -7.842  -3.784  -4.771
O  4.070  3.908  -1.017
C  3.477  2.873  -0.680
O  3.673  2.110  0.271
C  3.055  0.848  -0.013
C  1.806  1.373  -0.704
O  2.508  2.417  -1.368
H  3.723  0.160  -0.531
H  2.812  0.365  0.933
H  1.206  1.827  0.084
H  1.195  0.708  -1.315
O  -0.381  10.919  0.502
C  0.809  10.593  0.436
O  1.715  10.840  -0.580
C  3.044  10.320  -0.290
C  2.807  9.539  0.943
O  1.477  9.997  1.458
H  3.571  9.769  -1.068
H  3.698  11.150  -0.021
H  3.572  9.662  1.710
H  2.610  8.493  0.706

These are the Mulliken partial charges, in e, on atoms 1 to 6: -1.638 1.592 -2.025 -1.264 -0.672 -1.106

2.
ORCA calculation (wB97M-V/def2-TZVPD) on a cluster of 2 separate species, C33H48N4O2P in total at a distorted geometry.

Computed properties:
Molar mass (g mol⁻¹): 563.7
LUMO (eV): -4.5
Net charge: +1
Energy above the lowest of the compared OMol25 structures with the same formula, charge and spin (kcal per mole): 0.00
DFT total energy (eV): -54337.8970
Strongest force on any atom (eV Å⁻¹): 4.2

Cartesian coordinates (Å):
C  7.631  0.422  -3.261
O  7.089  -0.815  -2.789
C  5.815  -0.839  -2.354
C  5.390  -2.068  -1.804
C  4.062  -2.218  -1.375
C  3.128  -1.164  -1.441
C  1.707  -1.296  -0.883
C  0.686  -0.465  -1.586
C  -0.654  -0.637  -1.511
N  -1.559  0.317  -1.865
C  -2.992  0.025  -1.808
C  -3.416  -1.093  -2.737
C  -4.898  -1.401  -2.580
C  -5.749  -1.246  -3.676
C  -7.136  -1.350  -3.514
C  -7.669  -1.684  -2.262
C  -6.810  -1.898  -1.176
C  -5.421  -1.796  -1.343
C  -3.599  1.384  -2.162
O  -4.767  1.726  -2.003
N  -2.581  2.197  -2.563
C  -2.844  3.536  -3.025
C  -1.246  1.611  -2.488
C  -0.347  2.482  -1.607
C  -0.718  1.456  -3.920
C  3.570  0.027  -2.054
C  4.900  0.223  -2.484
H  8.679  0.138  -3.371
H  7.202  0.705  -4.242
H  7.524  1.258  -2.540
H  6.143  -2.866  -1.719
H  3.794  -3.169  -0.905
H  1.484  -2.402  -0.953
H  1.111  0.411  -2.098
H  -1.125  -1.578  -1.158
H  -3.258  -0.249  -0.759
H  -3.215  -0.755  -3.776
H  -2.841  -2.003  -2.469
H  -5.300  -0.983  -4.638
H  -7.794  -1.189  -4.374
H  -8.753  -1.719  -2.115
H  -7.206  -2.177  -0.194
H  -4.726  -1.979  -0.516
H  -3.923  3.749  -2.996
H  -2.355  4.272  -2.367
H  -2.466  3.628  -4.057
H  -0.855  2.603  -0.634
H  0.616  1.993  -1.437
H  -0.196  3.452  -2.107
H  -1.500  1.025  -4.570
H  -0.481  2.454  -4.319
H  0.171  0.817  -3.906
H  2.902  0.894  -2.169
H  5.247  1.170  -2.923
C  -2.096  1.636  2.302
C  -1.600  0.500  3.183
C  -2.055  0.747  4.630
C  -2.132  -0.841  2.677
N  -0.101  0.393  3.145
P  0.610  -1.133  3.574
H  1.689  -0.914  0.148
N  2.081  -0.230  3.704
C  3.237  -0.879  4.407
C  4.563  -0.260  3.995
C  3.202  -2.356  4.023
C  3.079  -0.717  5.934
C  1.964  1.168  3.701
C  0.684  1.535  3.371
H  -1.786  1.498  1.260
H  -3.199  1.630  2.325
H  -1.745  2.606  2.676
H  -1.663  0.004  5.347
H  -1.751  1.748  4.985
H  -3.160  0.702  4.629
H  -1.754  -1.673  3.307
H  -3.235  -0.838  2.708
H  -1.825  -1.026  1.633
H  4.626  0.788  4.309
H  5.373  -0.821  4.494
H  4.711  -0.347  2.914
H  2.244  -2.815  4.329
H  3.326  -2.487  2.940
H  4.031  -2.889  4.515
H  2.104  -1.074  6.322
H  3.894  -1.307  6.402
H  3.200  0.338  6.247
H  2.785  1.827  4.055
H  0.248  2.554  3.392

These are the Mulliken partial charges, in e, on atoms 1 to 6: -0.824 -0.440 0.915 -0.736 -0.588 0.303

3.
ORCA calculation (wB97M-V/def2-TZVPD) on a structure of composition C33H48N6O3PRe at a distorted geometry.

Computed properties:
Molar mass (g mol⁻¹): 794.0
LUMO (spin up / spin down) (eV): -4.0 / -4.1
Net charge: +1
Energy above the lowest of the compared OMol25 structures with the same formula, charge and spin (kcal per mole): 98.15
DFT total energy (eV): -61493.9796
2S+1: 2
Strongest force on any atom (eV Å⁻¹): 1.6

Cartesian coordinates (Å):
Re  -0.038  0.669  0.792
C  -2.616  2.217  -0.101
N  -2.076  1.557  1.122
C  -2.052  2.593  2.178
C  -3.021  0.470  1.423
C  -4.229  0.633  2.073
C  -5.086  -0.453  2.208
C  -4.733  -1.676  1.650
C  -3.531  -1.841  0.982
C  -2.639  -0.767  0.880
N  -1.360  -0.813  0.356
C  -1.010  -1.831  -0.554
C  -1.692  -1.926  -1.765
C  -1.299  -2.811  -2.756
C  -0.199  -3.624  -2.545
C  0.471  -3.571  -1.330
C  0.075  -2.698  -0.321
N  0.708  -2.678  0.953
C  1.997  -3.334  1.029
C  -0.175  -3.198  1.997
H  -3.644  2.541  0.082
H  -2.601  1.502  -0.921
H  -2.009  3.089  -0.344
H  -3.020  3.092  2.270
H  -1.298  3.328  1.904
H  -1.786  2.151  3.132
H  -4.516  1.595  2.473
H  -6.027  -0.338  2.725
H  -5.402  -2.520  1.743
H  -3.267  -2.800  0.557
H  -2.528  -1.258  -1.934
H  -1.843  -2.850  -3.690
H  0.124  -4.319  -3.308
H  1.294  -4.249  -1.155
H  1.925  -4.431  1.020
H  2.481  -3.045  1.962
H  2.632  -3.035  0.195
H  -0.368  -4.269  1.854
H  -1.122  -2.666  1.990
H  0.294  -3.055  2.971
C  2.217  5.183  0.312
C  0.971  4.365  0.559
O  0.554  3.732  -0.665
P  0.660  2.127  -0.872
O  0.700  2.118  -2.471
C  0.911  3.249  -3.350
C  -0.399  3.923  -3.680
O  1.965  1.145  0.903
C  3.380  1.192  -0.990
C  4.697  1.710  -0.428
H  2.535  5.672  1.234
H  2.035  5.955  -0.435
H  3.029  4.545  -0.034
H  0.142  5.002  0.875
H  1.130  3.607  1.330
H  1.369  2.817  -4.241
H  1.618  3.935  -2.886
H  -1.122  3.193  -4.042
H  -0.243  4.661  -4.467
H  -0.808  4.432  -2.809
H  3.325  1.444  -2.051
H  2.431  -0.567  -0.207
H  4.743  2.773  -0.664
H  5.557  1.219  -0.878
H  4.739  1.611  0.650
C  1.600  -0.630  -2.840
C  2.911  -0.998  -2.250
C  3.809  -1.760  -2.975
C  5.012  -2.147  -2.407
C  5.343  -1.858  -1.077
C  4.479  -1.115  -0.318
C  4.721  -0.941  1.151
C  3.277  -0.536  -0.923
N  2.277  1.767  -0.342
H  1.287  -1.383  -3.561
H  1.672  0.327  -3.362
H  0.831  -0.508  -2.072
H  3.558  -2.072  -3.979
H  5.705  -2.733  -2.999
H  6.249  -2.263  -0.648
H  5.695  -0.492  1.348
H  4.722  -1.925  1.622
H  3.943  -0.338  1.612
N  1.341  0.336  3.465
C  1.273  0.079  4.779
C  -0.032  -0.266  5.058
C  -0.697  -0.178  3.831
N  0.145  0.193  2.869
H  2.110  0.662  2.894
H  2.139  0.166  5.411
H  -0.443  -0.544  6.010
H  -1.726  -0.384  3.585

These are the Mulliken partial charges, in e, on atoms 1 to 6: 2.454 -1.220 0.599 -0.985 -0.061 -0.204

4.
ORCA calculation (wB97M-V/def2-TZVPD) on a cluster of 2 separate species, C33H49Br2F5N4O4P in total at a distorted geometry.

Computed properties:
Molar mass (g mol⁻¹): 851.6
LUMO (eV): -2.7
Net charge: +1
DFT total energy (eV): -212116.7681
Strongest force on any atom (eV Å⁻¹): 2.8

Cartesian coordinates (Å):
C  -0.169  -5.119  2.777
C  -1.207  -4.026  3.089
C  -0.675  -2.627  2.615
Br  -0.057  -1.655  4.166
N  -1.621  -1.928  1.660
C  -0.926  -1.573  0.381
C  -0.932  -2.684  -0.691
O  0.072  -2.401  -1.621
C  -0.105  -2.947  -2.889
C  -1.287  -2.776  -3.594
C  -1.499  -3.285  -4.846
C  -2.853  -3.077  -5.506
C  -0.444  -3.972  -5.444
C  0.730  -4.107  -4.760
C  0.943  -3.627  -3.471
C  2.322  -3.896  -2.886
C  2.697  -3.223  -1.559
C  2.554  -5.439  -2.773
C  -1.313  -0.094  -0.059
N  -0.046  0.386  -0.616
Br  -2.545  0.128  -1.614
C  -1.835  0.437  1.311
C  -1.048  1.489  2.139
F  -1.123  1.317  3.483
F  -1.694  2.685  1.902
C  0.408  1.778  1.792
C  0.711  2.854  0.969
C  1.996  3.144  0.604
C  3.059  2.376  1.048
C  2.771  1.314  1.869
C  3.864  0.400  2.392
F  5.060  0.972  2.409
F  3.562  -0.027  3.641
F  3.896  -0.726  1.635
C  1.476  1.048  2.238
C  -2.552  -0.817  1.995
P  -4.156  -1.168  0.992
N  -3.962  -2.263  -0.131
N  -3.119  -0.628  3.333
C  -3.494  -1.842  4.036
C  -4.087  0.434  3.434
C  -5.588  0.214  3.799
O  -3.790  1.604  3.302
H  -0.122  -5.375  1.713
H  -0.360  -5.989  3.408
H  0.834  -4.758  3.047
H  -1.290  -4.005  4.179
H  -2.215  -4.253  2.715
H  0.222  -2.886  2.051
H  -2.182  -2.744  1.334
H  0.159  -1.420  0.484
H  -0.626  -3.606  -0.140
H  -1.931  -2.889  -1.084
H  -2.072  -2.210  -3.096
H  -2.716  -2.884  -6.572
H  -3.460  -3.973  -5.327
H  -3.368  -2.263  -4.988
H  -0.567  -4.362  -6.451
H  1.535  -4.630  -5.273
H  3.054  -3.562  -3.636
H  3.762  -3.425  -1.378
H  2.567  -2.141  -1.518
H  2.178  -3.741  -0.737
H  2.861  -5.846  -3.740
H  1.587  -5.898  -2.528
H  3.294  -5.681  -2.005
H  0.015  0.025  -1.566
H  -0.163  1.387  -0.776
H  -2.728  1.000  0.999
H  -0.055  3.495  0.541
H  2.191  3.976  -0.068
H  4.076  2.591  0.736
H  1.336  0.211  2.916
H  -4.586  0.054  0.422
H  -5.156  -1.667  1.856
H  -4.576  -3.056  0.030
H  -2.671  -2.299  4.596
H  -4.258  -1.686  4.800
H  -3.890  -2.652  3.393
H  -6.142  0.696  2.990
H  -5.787  0.721  4.745
H  -5.877  -0.837  3.883
C  3.065  9.669  -0.096
O  4.198  9.208  -0.811
C  4.511  7.851  -0.541
C  4.025  6.937  -1.647
O  2.605  6.903  -1.716
C  2.090  7.713  -2.761
H  2.749  10.612  -0.540
H  2.234  8.962  -0.150
H  3.327  9.846  0.953
H  4.102  7.543  0.426
H  5.602  7.780  -0.484
H  4.358  5.916  -1.428
H  4.454  7.229  -2.610
H  2.245  7.224  -3.729
H  2.550  8.703  -2.774
H  1.019  7.830  -2.599

These are the Mulliken partial charges, in e, on atoms 1 to 6: -1.483 -0.274 -0.471 0.140 1.142 -0.652